Entry 1:
Formula: C3H5N2Tl
Source: the Open Molecules 2025 dataset
Level of theory: ωB97M-V with the def2-TZVPD basis set

The geometry in XYZ format:
```
11
Properties=species:S:1:pos:R:3:forces:R:3
Tl 0.000 0.017 -2.736 0.0 0.0 -1.4
N 0.007 0.664 1.511 0.0 0.1 -2.5
C -0.007 -0.703 1.535 0.0 -0.1 -1.1
C -0.011 -1.082 0.214 0.0 -2.2 0.9
N 0.000 0.017 -0.606 0.0 -0.3 -0.3
C 0.011 1.052 0.202 0.0 2.4 2.1
H 0.013 1.281 2.312 0.0 0.2 0.0
H -0.013 -1.267 2.456 0.0 -0.1 -0.2
H -0.021 -2.086 -0.191 0.0 0.1 0.2
H 0.021 2.091 -0.099 0.0 -0.1 0.1
H 0.000 0.017 -4.598 0.0 0.0 2.3
```
Positions in Å, forces in eV/Å.

Values from the calculation:
Energy: -10845.4116 eV
Multiplicity: 1
Strongest force on any atom: 3.188 eV/Å
HOMO: -18.233 eV
Net charge: +2
ΔE to the lowest compared entry with this formula, charge and spin: 0.0 kcal per mole
Gap between HOMO and LUMO: 7.237 eV

Results of the Löwdin charge analysis, in e, for atoms 1 through 4: Tl 1.477; N 0.156; C 0.023; C -0.097


Entry 2:
Formula: C8H20F3O2P
Source: the Open Molecules 2025 dataset
Level of theory: ωB97M-V with the def2-TZVPD basis set

The geometry in XYZ format:
```
34
Properties=species:S:1:pos:R:3:forces:R:3
O -0.142 -2.122 -1.526 -0.2 -0.3 -0.1
P -1.678 -1.380 -1.687 0.1 0.0 0.0
C -3.333 -0.453 -1.856 0.2 0.1 -0.1
O -4.248 -0.785 -0.787 -0.2 -0.2 -0.1
C -5.188 -1.694 -1.069 0.1 0.0 -0.1
F -4.668 -2.884 -1.474 -0.1 0.3 0.0
F -6.033 -1.301 -2.045 0.2 -0.1 0.1
F -5.901 -1.916 0.023 -0.1 0.0 0.1
H -0.182 -3.072 -1.697 0.1 0.2 0.1
H -2.251 -2.572 -2.166 0.0 0.0 0.1
H -1.135 -0.486 -2.626 0.0 0.1 0.0
H -1.676 -1.073 -0.316 -0.1 0.0 0.0
H -3.132 0.618 -1.745 -0.1 -0.1 0.0
H -3.800 -0.610 -2.834 0.0 0.0 0.1
C -0.155 1.180 0.521 0.0 0.0 0.1
C 1.001 2.057 0.989 0.0 0.0 0.0
C 2.297 1.801 0.221 0.0 0.0 0.0
C 2.825 0.368 0.314 0.0 0.0 0.0
C 3.066 -0.135 1.736 0.0 0.0 0.0
C 4.095 0.684 2.508 0.0 0.0 0.0
H 0.060 0.121 0.671 0.0 0.0 0.0
H -1.072 1.413 1.064 0.0 0.0 0.0
H -0.346 1.336 -0.545 0.0 0.0 0.0
H 1.162 1.903 2.059 0.0 0.0 0.0
H 0.728 3.109 0.873 0.0 0.0 0.0
H 3.062 2.500 0.572 0.0 0.0 0.0
H 2.135 2.040 -0.835 0.0 0.0 0.0
H 3.763 0.309 -0.246 0.0 0.0 0.0
H 2.133 -0.312 -0.191 0.0 0.0 0.0
H 3.402 -1.174 1.683 0.0 0.0 0.0
H 2.123 -0.153 2.291 0.0 0.0 0.0
H 5.054 0.695 1.985 0.0 0.0 0.0
H 4.261 0.268 3.502 0.0 0.0 0.0
H 3.774 1.719 2.636 0.0 0.0 0.0
```
Positions in Å, forces in eV/Å.

Values from the calculation:
Energy: -30155.9370 eV
Multiplicity: 1
Strongest force on any atom: 0.343 eV/Å
HOMO: -9.856 eV
SMILES: O[PH3]COC(F)(F)F.CCCCCC
Gap between HOMO and LUMO: 10.647 eV

Results of the Löwdin charge analysis, in e, for atoms 1 through 4: O -0.398; P 0.777; C -0.344; O -0.023


Entry 3:
Formula: C4H10Br2NP
Source: the Open Molecules 2025 dataset
Level of theory: ωB97M-V with the def2-TZVPD basis set

The geometry in XYZ format:
```
18
Properties=species:S:1:pos:R:3:forces:R:3
C 0.302 -0.218 2.361 -0.6 2.1 1.3
C 0.304 1.210 -2.074 -2.6 0.0 3.3
C 0.716 -0.760 1.037 1.5 -1.4 -0.6
C 0.978 0.245 -1.098 -0.1 1.2 -1.5
N 0.093 -0.184 -0.100 -1.3 -0.7 0.2
P -2.774 -1.257 -1.020 -0.1 0.9 0.1
Br -2.921 -2.099 1.008 0.0 0.1 0.0
Br -2.981 0.986 -0.717 -0.2 -0.9 0.0
H 0.032 0.885 2.231 0.8 -1.2 0.2
H -0.653 -0.622 2.626 -0.5 -0.5 0.6
H 1.052 -0.313 3.229 -1.1 -0.1 -1.6
H -0.371 0.690 -2.706 -1.1 -0.6 -0.3
H -0.240 2.026 -1.536 0.3 -0.7 -0.5
H 0.931 1.639 -2.720 3.0 1.7 -2.3
H 1.779 -0.613 0.968 1.0 0.1 -0.1
H 0.617 -1.877 0.940 -0.3 0.7 0.3
H 1.349 -0.476 -1.857 0.3 -0.7 1.2
H 1.785 0.739 -0.571 0.9 0.1 -0.2
```
Positions in Å, forces in eV/Å.

Values from the calculation:
Energy: -155171.7208 eV
Multiplicity: 3
Strongest force on any atom: 4.180 eV/Å
HOMO (alpha / beta): -8.083 / -9.294 eV
Gap between HOMO and LUMO (alpha / beta): 8.168 / 7.895 eV

Results of the Löwdin charge analysis, in e, for atoms 1 through 4: C -0.110; C -0.126; C -0.369; C -0.311


Entry 4:
Formula: C3H7NO
Source: the Open Molecules 2025 dataset
Level of theory: ωB97M-V with the def2-TZVPD basis set

The geometry in XYZ format:
```
12
Properties=species:S:1:pos:R:3:forces:R:3
C 0.532 1.379 1.194 0.1 0.1 0.0
N 0.028 0.146 0.633 0.0 -0.1 -0.1
C -0.039 -0.063 -0.716 0.0 0.0 0.0
O 0.309 0.775 -1.532 -0.1 -0.2 0.2
C -0.553 -1.431 -1.119 0.0 0.0 0.0
H 0.910 1.973 0.360 0.0 0.0 0.2
H 1.347 1.186 1.900 -0.1 0.0 -0.1
H -0.257 1.942 1.706 0.1 -0.1 -0.1
H -0.273 -0.588 1.254 0.0 0.1 -0.1
H 0.260 -2.162 -1.053 -0.1 0.1 0.0
H -0.895 -1.389 -2.153 0.0 0.0 0.1
H -1.370 -1.768 -0.474 0.1 0.0 -0.1
```
Positions in Å, forces in eV/Å.

Values from the calculation:
Energy: -6762.5233 eV
Multiplicity: 1
Strongest force on any atom: 0.337 eV/Å
HOMO: -9.666 eV
SMILES: CNC(C)=O
ΔE to the lowest compared entry with this formula, charge and spin: 5.2 kcal per mole
Gap between HOMO and LUMO: 10.563 eV

Results of the Löwdin charge analysis, in e, for atoms 1 through 4: C -0.078; N -0.012; C -0.552; O 0.037


Entry 5:
Formula: C8H15N2
Source: the Open Molecules 2025 dataset
Level of theory: ωB97M-V with the def2-TZVPD basis set

The geometry in XYZ format:
```
25
Properties=species:S:1:pos:R:3:forces:R:3
C -1.151 1.216 0.063 0.2 0.9 0.3
C 1.136 0.978 -0.055 -0.4 2.8 1.1
C -2.248 1.959 0.282 -0.7 -1.7 -0.3
C -0.787 -0.299 -0.103 -1.5 0.5 3.2
C 2.538 1.453 -0.371 1.9 0.1 3.0
C -1.089 -1.050 -1.331 0.6 4.2 -2.7
C -1.489 -1.030 1.137 2.6 1.7 -0.5
C 1.626 -1.354 0.150 -1.5 -1.6 -2.6
N 0.682 -0.238 0.014 2.0 0.6 -0.1
N 0.121 1.869 0.138 0.2 -3.2 -1.0
H -2.320 3.006 0.486 1.0 0.6 0.0
H -3.279 1.608 0.286 0.4 -0.7 -0.2
H 2.629 1.357 -1.419 0.3 0.1 -1.3
H 3.446 0.886 0.117 -2.2 0.5 -0.9
H 2.791 2.513 -0.026 -1.0 -1.3 -0.7
H -0.465 -1.861 -1.358 0.7 -2.6 -0.1
H -0.740 -0.414 -2.253 -0.9 -1.1 1.4
H -2.124 -1.198 -1.349 -1.5 -0.8 -0.5
H -1.404 -2.061 1.045 0.0 -2.0 -0.3
H -2.483 -0.735 1.257 -1.6 0.5 -0.3
H -0.987 -0.741 2.054 0.2 0.1 0.2
H 0.988 -2.171 -0.371 1.3 0.2 2.3
H 2.432 -1.388 -0.609 -0.2 1.0 0.5
H 2.059 -1.386 1.157 -0.6 -0.7 -0.3
H 0.135 2.838 0.212 0.7 1.8 -0.1
```
Positions in Å, forces in eV/Å.

Values from the calculation:
Energy: -11511.7472 eV
Multiplicity: 1
Strongest force on any atom: 5.031 eV/Å
HOMO: -12.800 eV
Net charge: +1
SMILES: C=C1[NH+]=C(C)N(C)C1(C)C
ΔE to the lowest compared entry with this formula, charge and spin: 28.5 kcal per mole
Gap between HOMO and LUMO: 9.617 eV

Results of the Löwdin charge analysis, in e, for atoms 1 through 4: C -0.184; C -0.237; C 0.108; C -0.395


Entry 6:
Formula: C14H27ClN4O4P
Source: the Open Molecules 2025 dataset
Level of theory: ωB97M-V with the def2-TZVPD basis set

The geometry in XYZ format:
```
51
Properties=species:S:1:pos:R:3:forces:R:3
C -5.975 1.172 -1.353 0.0 0.0 -0.2
C -4.536 1.395 -1.836 -0.1 -0.2 0.2
C -3.827 0.123 -2.336 0.0 0.1 -0.1
C -2.382 -0.065 -1.854 0.1 -0.1 0.0
C -2.225 -1.227 -0.872 0.1 -0.1 -0.1
C -0.803 -1.374 -0.299 -0.1 0.0 0.0
C -0.511 -1.015 1.127 -0.1 0.2 0.1
C 0.406 -1.661 1.887 0.1 -0.3 0.1
N 1.292 -2.689 1.633 -0.2 0.1 -0.2
N 0.419 -1.030 3.134 0.2 -0.2 0.2
Cl 1.401 -1.428 4.425 0.1 0.0 0.1
C -0.454 -0.051 3.127 0.0 0.1 0.0
O -0.711 0.727 4.196 0.1 0.3 0.2
C -0.073 1.888 4.182 0.1 0.1 0.0
N 0.457 2.909 4.144 -0.2 -0.3 0.0
N -1.043 0.019 1.939 0.0 0.1 -0.5
P -2.275 1.217 1.526 -0.6 -0.1 0.0
O -3.609 0.645 1.381 0.1 0.0 0.0
H -6.407 0.284 -1.816 0.0 0.0 0.0
H -6.620 2.009 -1.615 0.0 0.1 0.1
H -6.009 1.043 -0.273 0.0 -0.1 0.1
H -3.962 1.794 -0.997 0.0 0.2 -0.1
H -4.538 2.141 -2.630 0.2 0.1 0.0
H -4.410 -0.751 -2.042 0.0 -0.1 0.0
H -3.816 0.140 -3.426 -0.1 -0.1 0.0
H -1.990 0.866 -1.433 -0.1 0.1 0.0
H -1.727 -0.279 -2.702 0.0 0.0 0.0
H -2.973 -1.199 -0.084 -0.1 0.1 0.1
H -2.422 -2.136 -1.442 -0.1 0.0 0.1
H -0.529 -2.430 -0.343 0.1 0.0 -0.1
H -0.090 -0.856 -0.946 0.0 0.0 0.0
H 1.619 -2.650 0.675 0.1 -0.1 0.0
H 0.922 -3.607 1.848 0.1 -0.1 0.0
H -2.070 2.095 2.589 0.1 0.1 0.0
H -1.670 1.795 0.414 0.1 0.0 -0.1
C 6.050 1.002 -1.368 0.0 0.0 0.0
O 5.252 1.266 -0.223 0.0 -0.1 0.0
C 3.880 1.436 -0.502 0.1 0.1 0.0
C 3.086 0.192 -0.170 -0.1 -0.1 0.0
O 3.440 -0.920 -0.975 -0.1 0.0 0.1
C 4.357 -1.796 -0.332 0.0 0.0 0.0
H 7.023 0.673 -1.011 0.0 0.0 0.0
H 5.613 0.220 -1.992 0.0 0.0 0.0
H 6.182 1.909 -1.965 0.0 0.0 0.0
H 3.723 1.711 -1.550 0.0 0.0 0.0
H 3.514 2.259 0.122 0.0 0.0 0.0
H 2.021 0.402 -0.343 0.0 0.0 0.0
H 3.219 -0.060 0.890 0.0 0.0 0.0
H 3.839 -2.405 0.419 0.1 0.0 0.0
H 5.160 -1.244 0.157 0.0 0.0 0.0
H 4.784 -2.457 -1.083 -0.1 0.0 -0.1
```
Positions in Å, forces in eV/Å.

Values from the calculation:
Energy: -50907.1610 eV
Multiplicity: 1
Strongest force on any atom: 0.596 eV/Å
HOMO: -11.788 eV
Net charge: +1
Gap between HOMO and LUMO: 8.162 eV

Results of the Löwdin charge analysis, in e, for atoms 1 through 4: C -0.097; C -0.249; C -0.194; C -0.217